DFT (ωB97M-V/def2-TZVPD) results for 2 unconnected molecules or ions with the total composition C3H9N2O3.

The geometry in XYZ format:
```
17
Properties=species:S:1:pos:R:3:forces:R:3
C 0.6806 -0.2496 1.6182 -1.015 -1.419 1.827
N 0.2844 -1.0926 0.4692 1.052 1.387 0.681
C -0.5469 -0.4445 -0.5263 -0.489 -1.302 0.234
O -0.7774 0.7771 -0.3323 0.332 -0.392 -0.683
O -1.0489 -1.2370 -1.3721 1.107 0.477 0.313
C 2.1138 0.3181 1.7588 -0.804 -0.055 -0.504
N 2.3290 1.4944 0.9061 -3.052 0.420 -0.654
H 0.6953 -0.9876 2.5243 -0.589 1.181 -1.050
H -0.1818 0.5675 1.7564 2.250 -1.811 -0.267
H 0.9581 -1.8361 0.2238 -1.034 0.754 -0.122
H 2.1783 0.5722 2.8173 0.104 0.464 0.115
H 2.8844 -0.4779 1.6563 -0.425 0.308 -0.441
H 1.4830 1.5528 0.2309 0.982 0.062 1.871
H 2.9721 1.3234 0.2022 2.267 -0.589 -1.153
H -1.9499 0.5992 -2.1008 -2.380 -0.971 0.047
H -2.8641 -0.6808 -2.1954 0.473 1.735 0.089
O -2.9179 0.3112 -2.2764 1.222 -0.249 -0.303
```
Positions in Å, forces in eV/Å.

Output
E_tot: -454.9919 hartree
maximum force: 3.15 eV/Å
gap between HOMO and LUMO: 0.3092 Eh
total charge: -1

DFT (ωB97M-V/def2-TZVPD) results for C9H9N3O3 in the gas phase.

The geometry in XYZ format:
```
24
Properties=species:S:1:pos:R:3:forces:R:3
C -0.4709 0.2980 -2.6645 -0.028 -0.444 -0.267
C -0.7113 1.0498 -1.7663 0.224 -0.203 -0.816
C -1.0710 1.8459 -0.6803 -1.841 -2.387 2.629
C -1.5974 1.2897 0.4697 1.211 2.174 0.124
C -1.6590 -0.0403 1.1663 -2.830 -1.212 -2.372
C -0.7532 -0.9355 0.3985 2.004 -0.105 0.250
N 0.6492 -0.6019 0.3846 -2.297 1.670 1.354
N 1.4746 -1.2390 -0.4114 2.551 -0.487 0.227
C 2.6772 -0.7624 -0.0901 0.643 0.028 -1.895
C 2.5743 0.3032 0.8297 4.114 0.708 -1.275
C 1.2790 0.4545 1.0960 -1.700 -2.118 0.061
O 0.6162 1.1648 2.0233 1.515 2.992 0.645
N -1.2482 -1.8117 -0.4288 0.992 0.362 0.665
O -2.4563 -2.0099 -0.4438 -0.918 -1.031 -0.960
O -0.4898 -2.6444 -1.2726 -0.975 -0.375 -0.305
H -0.3801 -0.4931 -3.3643 0.167 0.074 -0.277
H -1.1108 2.8931 -0.7495 0.173 1.179 -0.178
H -1.7191 2.0122 1.2513 -0.686 0.906 0.018
H -1.5197 0.0799 2.2308 0.549 -0.125 0.024
H -2.7574 -0.5003 1.0467 2.419 1.015 0.191
H 3.6130 -1.0301 -0.6820 -1.622 0.148 1.017
H 3.5023 0.9398 0.9403 -1.650 -0.624 0.645
H 1.1444 2.0526 2.2125 -1.565 -2.873 -0.658
H 0.4139 -2.3149 -1.4963 -0.450 0.729 1.152
```
Positions in Å, forces in eV/Å.

Output
E_tot: -738.0510 hartree
SMILES: C#C/C=C\C/C(n1nccc1O)=[N+](\[O-])O
maximum force: 4.36 eV/Å
gap between HOMO and LUMO: 0.3007 Eh
total charge: 0

DFT (ωB97M-V/def2-TZVPD) results for C21H21N3O5S in the gas phase.

The geometry in XYZ format:
```
51
Properties=species:S:1:pos:R:3:forces:R:3
C -1.6629 -2.7807 0.7295 -2.151 -0.094 -3.505
C -0.6548 -3.9878 0.9169 -2.600 -2.016 1.090
O 0.5393 -3.8594 0.1293 -8.554 -8.215 -1.694
C 1.3674 -3.0215 0.3737 4.143 0.093 -6.732
C 1.4014 -2.3763 1.3903 0.258 8.383 14.123
C 2.2957 -1.3103 1.7108 -0.818 -0.070 0.701
C 3.1930 -1.1535 0.8173 5.339 2.410 -9.952
N 4.0970 0.1315 0.5860 -0.321 -6.534 7.044
S 4.0234 0.9968 -0.6569 -2.279 13.342 6.600
O 4.5421 2.4925 0.0251 -1.533 -5.958 -2.978
O 4.5334 0.6474 -1.8871 1.130 -2.206 -3.242
C 2.1459 1.2136 -0.5221 5.734 -7.396 -10.311
C 1.5771 0.3088 -1.5115 -5.587 4.563 5.842
C 0.1250 0.3145 -1.3960 7.237 1.155 0.123
C -0.4211 1.1498 -0.5418 -5.648 1.724 5.993
N -1.8673 1.1266 -0.3334 -2.855 -2.050 0.087
C -2.8885 0.1497 -0.8543 8.689 0.914 -4.835
O -2.5005 -0.6024 -1.8071 -2.205 1.643 3.203
C -4.1944 0.4570 -0.5180 -0.516 -0.517 0.132
C -4.5631 0.5634 0.7378 0.325 2.903 10.126
C -5.8361 0.7346 1.2353 -1.778 -1.735 -3.660
C -6.8474 0.4220 0.1992 -0.689 2.788 5.388
N -6.5596 0.2397 -1.0394 1.627 0.932 -1.027
C -5.2146 0.4038 -1.3384 -3.770 -4.010 -7.795
C 0.1481 1.9108 0.5515 1.196 -1.045 -4.290
O -0.5946 2.6211 1.4232 -0.888 -1.399 -1.129
C -0.0087 3.4385 2.4350 9.875 -4.255 -6.212
C 1.5091 1.9408 0.2568 -2.258 7.865 11.491
C 3.2355 -1.8340 -0.5904 -5.078 -2.190 7.192
C 2.2306 -2.7959 -0.6844 4.713 1.961 -1.313
H -1.8976 -2.6197 -0.5230 0.553 -0.857 3.545
H -2.7810 -2.8303 1.2342 3.212 -0.270 -1.028
H -1.2089 -1.8060 0.9079 0.045 -0.134 0.616
H -0.4996 -4.1680 2.0345 0.535 0.573 -1.387
H -1.1729 -5.0468 0.6444 1.309 2.718 0.008
H 0.8257 -2.3875 2.3363 -0.807 -1.295 -1.288
H 2.2753 -0.5420 2.4734 -0.718 -0.560 0.606
H 4.2063 0.3630 1.6078 0.860 1.413 -2.292
H 1.9975 -0.0852 -2.3008 2.656 -2.214 -3.473
H -0.5285 -0.1715 -1.9312 -2.735 -2.879 -3.204
H -2.1674 1.5025 0.5849 0.500 -0.038 -1.131
H -3.8805 0.7924 1.7187 -0.437 -1.007 -2.901
H -6.1765 0.9204 2.2540 0.589 -0.073 -0.303
H -7.8821 0.6425 0.7133 1.231 -1.296 -2.108
H -5.0160 0.0017 -2.5877 -0.322 1.811 3.979
H -0.7427 3.9974 2.6204 -5.664 4.069 3.728
H 0.6703 4.2021 1.7169 -1.078 -1.600 2.346
H 0.7619 2.6706 2.9121 -1.973 2.464 0.583
H 2.0276 2.6395 1.1771 -0.377 -1.934 -3.104
H 3.9336 -1.5036 -1.2220 2.477 0.542 -2.600
H 2.2810 -3.5060 -1.4657 -0.595 -0.421 -1.051
```
Positions in Å, forces in eV/Å.

Output
E_tot: -1750.8782 hartree
SMILES: CCOc1ccc(NS(=O)(=O)c2ccc(NC(=O)c3cccnc3)c(OC)c2)cc1
maximum force: 16.43 eV/Å
gap between HOMO and LUMO: 0.2958 Eh
total charge: 0

What ΔE to the lowest compared entry with this formula, charge and spin values result from the calculations? In sequence: 26.8; 207.0; 432.9 kcal per mole.